{"formula": "C35H36F11NO33", "method": "ωB97M-V/def2-TZVPD", "species": ["C", "C", "O", "C", "O", "O", "F", "H", "H", "H", "C", "C", "O", "C", "O", "O", "F", "H", "H", "H", "C", "C", "O", "C", "O", "O", "F", "H", "H", "H", "C", "C", "O", "C", "O", "O", "F", "H", "H", "H", "C", "C", "O", "C", "O", "O", "F", "H", "H", "H", "C", "C", "O", "C", "O", "O", "F", "H", "H", "H", "C", "C", "O", "C", "O", "O", "F", "H", "H", "H", "C", "C", "O", "C", "O", "O", "F", "H", "H", "H", "C", "C", "O", "C", "O", "O", "F", "H", "H", "H", "C", "C", "O", "C", "O", "O", "F", "H", "H", "H", "C", "C", "O", "C", "O", "O", "F", "H", "H", "H", "C", "C", "N", "H", "H", "H"], "positions_angstrom": [[0.2392, -1.2214, -3.7275], [-0.7840, -0.2049, -4.1428], [-0.1353, 1.0293, -4.0995], [1.1656, 0.8245, -3.9933], [2.0532, 1.6760, -4.2505], [1.3865, -0.3807, -3.5395], [-1.6472, -0.1485, -3.1330], [0.5554, -1.8880, -4.5298], [0.0877, -1.6722, -2.7467], [-1.3063, -0.5113, -5.0491], [-2.3328, 5.3191, 1.4472], [-1.4521, 5.7793, 0.2711], [-0.1952, 5.4351, 0.6986], [-0.1483, 5.3352, 2.0864], [0.8399, 5.1415, 2.7814], [-1.3871, 5.4276, 2.5536], [-1.5082, 7.1209, 0.3034], [-2.7727, 4.3234, 1.3916], [-3.2652, 5.8459, 1.6507], [-1.7261, 5.4263, -0.7231], [0.3748, -4.7386, -0.3295], [-0.6029, -5.8619, -0.3949], [-1.2971, -5.5628, -1.5966], [-1.0199, -4.3637, -1.9975], [-1.3820, -3.9251, -3.1061], [-0.2454, -3.7276, -1.1595], [-1.3822, -5.7162, 0.6857], [1.2760, -5.1039, -0.8220], [0.6891, -4.4018, 0.6584], [-0.1610, -6.8565, -0.4550], [-4.9253, -4.9971, -2.3737], [-4.3803, -4.4818, -1.0853], [-4.4982, -5.5954, -0.1731], [-5.3848, -6.4537, -0.7951], [-5.7078, -7.5400, -0.3946], [-5.7567, -6.0140, -1.9548], [-5.1889, -3.4967, -0.6927], [-4.0441, -5.4216, -2.8549], [-5.5036, -4.2706, -2.9446], [-3.3553, -4.1129, -1.1218], [-5.0685, 1.2168, -0.1041], [-4.3595, 2.3493, -0.9082], [-4.6923, 1.8684, -2.1851], [-4.8554, 0.5909, -2.2189], [-4.9726, -0.0386, -3.2256], [-4.9090, 0.1002, -0.9175], [-2.9864, 2.4221, -0.8401], [-6.1009, 1.4905, 0.1134], [-4.5371, 1.1909, 0.8472], [-4.7658, 3.3535, -0.7876], [3.6384, 1.8740, -1.3710], [4.5117, 2.7229, -2.2776], [5.7759, 2.6588, -1.6277], [5.5987, 2.3315, -0.3429], [6.4733, 2.3886, 0.4286], [4.3234, 1.9887, -0.1616], [4.0302, 4.0000, -2.3108], [3.8150, 0.8272, -1.6179], [2.6274, 2.2699, -1.2746], [4.5299, 2.3568, -3.3042], [2.1177, -3.6273, 3.5996], [0.9051, -2.8443, 3.7796], [0.9919, -2.4435, 5.1299], [1.7613, -3.2482, 5.7790], [1.8952, -3.2294, 7.0164], [2.3503, -4.1286, 4.9060], [-0.1157, -3.6656, 3.5378], [2.9473, -3.0513, 3.1897], [1.9402, -4.4591, 2.9179], [0.9104, -1.9759, 3.1209], [0.1095, 0.4586, 0.0553], [-0.7715, 0.8068, 1.2743], [-1.9217, 0.1074, 0.9394], [-1.6158, -1.0264, 0.2826], [-2.2904, -2.0514, 0.1565], [-0.4164, -0.8576, -0.2319], [-0.9326, 2.1505, 1.3933], [1.1700, 0.5536, 0.2883], [-0.0644, 1.1253, -0.7893], [-0.2772, 0.4975, 2.1953], [2.2063, 3.0272, 4.9253], [3.7086, 3.1274, 4.5147], [3.8463, 2.5616, 3.2459], [2.6997, 1.7210, 3.1496], [2.5146, 0.8452, 2.3484], [1.8210, 1.9083, 4.2088], [4.4075, 2.4309, 5.3320], [1.7013, 3.8761, 4.4644], [1.8630, 2.9900, 5.9592], [4.0833, 4.1510, 4.5161], [-0.2165, 6.1700, -4.0458], [1.2791, 6.2851, -3.7991], [1.5967, 5.2864, -2.8257], [0.5918, 4.4185, -2.8958], [0.5369, 3.3879, -2.2383], [-0.5060, 4.8867, -3.4787], [1.4657, 7.4743, -3.2140], [-0.4473, 6.1876, -5.1110], [-0.9041, 6.9354, -3.6862], [1.9273, 6.0808, -4.6513], [4.8992, -2.5871, -1.0608], [4.9911, -3.7207, -0.0578], [4.0426, -3.3113, 0.8361], [3.1135, -2.5116, 0.2749], [2.1101, -2.1606, 0.8029], [3.4986, -2.2808, -0.9870], [6.1793, -3.6365, 0.4631], [5.0486, -3.0050, -2.0563], [5.5971, -1.7657, -0.8985], [4.7916, -4.7302, -0.4174], [-3.3610, -1.4187, 3.4070], [-3.4393, -2.7224, 4.0431], [-3.5019, -3.7616, 4.6041], [-4.0638, -0.7039, 3.8351], [-3.6502, -1.5374, 2.3628], [-2.3717, -0.9670, 3.3342]], "forces_ev_per_a": [[1.9348, 0.0821, -0.1471], [-0.3395, -1.0650, 0.9794], [-0.7441, 0.6030, -1.9869], [3.7412, 3.3945, -0.5587], [-2.9811, -2.7777, 1.0061], [1.7210, -0.5274, 0.2423], [-2.1348, 0.1818, 1.1243], [-0.5358, -0.4279, 0.2812], [-0.5985, -0.3168, -0.4892], [-0.0149, 0.8937, -0.2630], [-0.3475, -0.5196, 0.3649], [-1.4063, -0.5387, 1.6242], [1.7378, -0.7903, 0.5000], [1.5776, -0.7131, 0.7147], [-2.2518, 0.7033, -2.2553], [-1.1968, -0.2723, -0.2284], [-0.1692, 1.7343, -0.7016], [1.0406, -0.6316, -0.1992], [0.6524, 1.1254, -0.0053], [0.4438, -0.2674, 0.0957], [1.3624, 0.1254, -0.7739], [0.2710, 0.6970, 0.3537], [-0.7977, -2.8740, 0.9407], [-0.8330, 2.6421, -4.8435], [0.6355, -0.8942, 3.1971], [1.4672, 0.3785, 1.1806], [-1.1795, -0.6894, 0.2876], [0.3163, 0.3813, -0.3263], [-0.7375, 0.2594, -0.1087], [-0.3864, -0.0372, 0.0384], [1.4110, 0.3783, -0.4300], [0.4701, -0.1339, 0.5836], [-0.4775, 0.5327, -1.5064], [0.5408, -2.5967, 2.0184], [0.2988, 1.1594, 0.4595], [-1.6237, -0.3141, -1.5627], [-0.6972, 1.2449, 1.1515], [-0.2699, 0.0002, -0.9322], [0.4710, -0.0136, -0.0186], [-0.1874, -0.1020, 0.2818], [1.7763, 1.9931, 1.3631], [-1.1441, -0.9000, -0.5187], [0.7895, 3.5799, -0.7931], [-0.4922, -3.1169, -0.2499], [0.0919, -0.0518, 0.9320], [-0.2133, -0.1753, -0.9811], [-0.6532, -0.2285, 0.4832], [-0.1561, -0.1176, -0.3713], [-0.0018, -0.9060, 0.0605], [0.0730, -0.1101, 0.0236], [0.8999, -0.0491, -0.5732], [-0.3898, -0.5843, -0.2651], [-0.6303, 0.6420, -2.2952], [-0.9040, 0.3870, -0.8142], [1.0095, -0.3106, 1.7632], [0.0847, 0.0809, 2.6678], [0.4690, 0.2607, 0.1548], [-1.1084, -0.1263, -0.6602], [0.0134, -0.4239, -0.2168], [0.4643, 0.0967, 0.1172], [1.5670, -1.1711, -0.6625], [0.7869, 1.4147, -0.6621], [-2.2598, 1.8506, -1.5011], [1.8054, -2.0691, 5.0542], [-0.1090, -0.3010, -4.2989], [0.4973, 0.3699, 1.0093], [-1.8170, -0.1563, 0.2167], [0.1732, 0.0635, 0.4437], [0.0190, -0.0402, 0.1369], [-0.6065, 0.1476, 0.2363], [-0.5101, 0.6020, 0.5376], [2.5064, 0.2744, -1.3933], [-2.4634, 0.1927, 1.6900], [-0.9870, -2.3771, -0.8389], [1.4259, 3.2314, 0.6554], [1.9037, -0.3432, -0.8740], [-0.8830, -0.0559, -0.1997], [-0.0403, -1.0367, 0.0806], [-0.4550, 0.0429, -0.0537], [-0.4697, -0.3705, 0.2753], [0.4862, 2.0151, -1.2258], [-1.8961, 2.8344, -0.1085], [-3.3216, -1.3653, -0.1091], [0.0962, -1.0935, 0.3616], [0.4237, 1.3619, 0.4392], [0.6884, -1.4626, -2.0860], [2.6152, -2.3211, 2.7657], [-0.0589, 0.2685, 0.1530], [0.8583, -0.3887, 0.0712], [-0.0433, 0.0717, -0.3190], [-0.4609, -0.8715, -1.3125], [-0.2865, 0.3094, 0.8878], [-0.4874, 0.3433, -1.5153], [-1.0211, -3.0166, 4.0787], [0.6201, 1.4412, -1.4345], [-0.3316, 0.6477, -1.0758], [1.0194, 0.8902, -0.0432], [0.2041, -0.5421, -0.1804], [0.6400, 0.0845, 0.9222], [0.0256, 0.6305, -0.0819], [-0.7537, -1.6789, -2.2435], [-0.3850, 1.4248, -1.7924], [-1.3177, -0.5621, 2.6194], [0.0629, -0.2678, -0.3043], [0.0624, -0.0101, -0.0458], [0.0621, 1.3375, -0.1340], [2.4832, -0.6305, 1.6382], [0.1674, 0.3908, -0.1412], [-0.3790, 0.0909, 0.4629], [0.0053, -0.0660, -0.0432], [-0.3688, 0.2771, -1.0020], [0.1163, -3.3142, 2.2979], [0.1722, 3.5019, -1.9932], [0.1132, -0.1189, 0.2663], [-0.1437, -0.1251, -0.1029], [0.0879, -0.3093, 0.5637]], "lowdin_charge": [-0.0163, -0.3086, 0.1618, -0.5512, 0.0945, 0.0770, 0.0937, 0.1480, 0.1236, 0.1806, -0.0243, -0.3298, 0.1260, -0.4842, 0.1391, 0.0904, 0.0779, 0.1164, 0.1373, 0.1694, -0.0265, -0.2823, 0.1587, -0.6124, 0.1130, 0.0919, 0.1084, 0.1408, 0.1330, 0.1790, -0.0702, -0.3172, 0.1383, -0.5652, 0.1580, 0.1093, 0.0902, 0.1420, 0.1585, 0.1355, -0.0896, -0.2490, 0.1450, -0.5649, 0.1798, 0.0794, 0.0603, 0.1425, 0.1314, 0.1657, -0.0660, -0.2792, 0.1432, -0.6015, 0.1998, 0.0675, 0.0663, 0.1411, 0.1316, 0.1601, -0.0963, -0.3414, 0.1765, -0.5272, 0.1206, 0.0930, 0.1025, 0.1327, 0.1418, 0.1586, -0.0023, -0.2995, 0.1084, -0.5229, 0.1415, 0.0648, 0.0802, 0.1154, 0.1301, 0.1637, -0.0743, -0.3899, 0.1431, -0.4224, 0.1422, 0.0516, 0.1341, 0.1026, 0.1484, 0.1706, -0.0364, -0.2834, 0.1514, -0.5600, 0.1178, 0.0852, 0.0916, 0.1337, 0.1414, 0.1784, -0.0265, -0.3838, 0.1376, -0.5411, 0.1789, 0.0826, 0.1301, 0.1415, 0.1510, 0.1798, -0.0757, -0.2572, 0.1298, 0.0855, 0.0648, 0.0689], "e_tot_ha": -4991.5384, "smiles": "O=C1OC[C@@H](F)O1.O=C1OC[C@@H](F)O1.O=C1OC[C@@H](F)O1.O=C1OC[C@@H](F)O1.O=C1OC[C@@H](F)O1.O=C1OC[C@@H](F)O1.O=C1OC[C@@H](F)O1.O=C1OC[C@@H](F)O1.O=C1OC[C@@H](F)O1.O=C1OC[C@@H](F)O1.O=C1OC[C@@H](F)O1.CC#N", "relative_energy_kj_mol": 0.0, "total_charge": 0, "lumo_ev": -0.18}